Computed, not measured: a single C4H5NO3 molecule in a non-equilibrium geometry, with ωB97M-V with the def2-TZVPD basis set.

```
13
Properties=species:S:1:pos:R:3:lowdin_charge:R:1
O 0.076 1.758 -1.392 -0.191
O -0.411 -1.317 0.314 -0.029
O 1.720 -0.513 0.408 0.034
N 1.225 1.467 -0.774 0.109
C 0.874 0.363 -0.161 -0.324
C -1.209 0.824 -1.171 0.021
C -0.640 0.108 0.073 -0.185
C 0.707 -1.364 1.156 -0.145
H -2.215 1.372 -0.919 0.158
H 1.337 -2.257 1.270 0.128
H -1.015 0.673 0.815 0.113
H -1.134 0.027 -1.960 0.136
H 0.685 -1.142 2.339 0.175
```

- calculated total energy (eV) = -11855.7615
- HOMO-LUMO gap (eV) = 9.1
- HOMO (eV) = -8.43
- E_LUMO (eV) = 0.6

=====

Computed, not measured: a single C4H5NO5 molecule in a non-equilibrium geometry, with ωB97M-V with the def2-TZVPD basis set.

```
15
Properties=species:S:1:pos:R:3:lowdin_charge:R:1
O 0.479 -1.476 -0.392 0.144
O -1.564 -0.428 1.313 0.091
O -3.291 -0.355 -0.284 0.098
O 2.630 -1.226 -0.096 0.119
O 2.293 1.382 0.346 0.104
N 0.025 1.270 -0.120 0.092
C -2.168 -0.067 0.120 -0.442
C -1.215 0.736 -0.794 -0.045
C 1.303 0.759 -0.033 -0.382
C 1.378 -0.694 -0.129 -0.417
H -0.756 0.137 1.230 0.084
H 3.221 -0.439 0.147 0.142
H -0.088 2.228 0.203 0.161
H -0.945 0.058 -1.567 0.118
H -1.769 1.548 -1.257 0.134
```

- calculated total energy (eV) = -15956.6987
- HOMO-LUMO gap (eV) = 9.8
- HOMO (eV) = -10.69
- E_LUMO (eV) = -0.9